(1)
ORCA calculation (ωB97M-V/def2-TZVPD) on a molecular structure, C29H23AuN4O4PS in a non-equilibrium geometry.

Geometry as ORCA input:
```
! RIJCOSX wB97M-V def2-TZVPD def2/J DEFGRID3
* xyz 1 3
Au 0.194 -0.156 -0.115
N 5.618 -0.719 5.629
C 5.226 -0.463 4.360
C 4.151 -1.175 3.793
C 3.761 -0.912 2.502
C 4.426 0.056 1.765
C 5.466 0.791 2.305
C 5.868 0.531 3.597
S 3.929 0.204 0.062
O 4.038 -1.104 -0.510
O 4.570 1.294 -0.594
N 2.285 0.510 0.206
C 1.917 1.738 0.520
N 2.705 2.655 1.072
C 2.206 3.848 1.299
C 0.891 4.191 0.992
C 0.103 3.170 0.486
N 0.607 1.973 0.271
H 5.230 -1.508 6.116
H 6.462 -0.310 5.992
H 3.650 -1.938 4.370
H 2.950 -1.452 2.039
H 5.947 1.544 1.701
H 6.693 1.075 4.031
H 2.887 4.553 1.754
H 0.506 5.181 1.155
H -0.940 3.303 0.231
O -3.511 -0.357 -1.346
C -2.820 -0.939 -0.548
O -1.935 -0.516 0.260
C -2.992 -2.459 -0.387
C -4.248 -3.038 -0.415
C -4.376 -4.393 -0.154
C -3.250 -5.160 0.102
C -1.992 -4.586 0.091
C -1.854 -3.218 -0.145
P -0.172 -2.516 -0.148
C 0.520 -3.087 1.421
C 0.092 -2.431 2.576
C 0.595 -2.811 3.805
C 1.528 -3.835 3.887
C 1.949 -4.486 2.740
C 1.450 -4.118 1.502
C 0.723 -3.297 -1.502
C 2.102 -3.078 -1.542
C 2.843 -3.550 -2.608
C 2.211 -4.220 -3.646
C 0.838 -4.417 -3.616
C 0.082 -3.948 -2.556
H -5.115 -2.430 -0.621
H -5.357 -4.842 -0.146
H -3.360 -6.212 0.319
H -1.113 -5.190 0.275
H -0.632 -1.630 2.493
H 0.262 -2.314 4.703
H 1.920 -4.130 4.848
H 2.665 -5.289 2.810
H 1.777 -4.626 0.607
H 2.596 -2.515 -0.763
H 3.906 -3.368 -2.630
H 2.785 -4.570 -4.490
H 0.351 -4.928 -4.433
H -0.990 -4.091 -2.545
*
```

- HOMO level (spin up / spin down): -10.15 / -11.06 eV


(2)
ORCA calculation (ωB97M-V/def2-TZVPD) on a molecular structure, C29H23BrClILaN4O4Se2 in a non-equilibrium geometry.

Geometry as ORCA input:
```
! RIJCOSX wB97M-V def2-TZVPD def2/J DEFGRID3
* xyz -1 1
La 11.165 15.451 13.438
O 11.688 17.395 15.262
C 12.959 17.994 15.583
C 13.626 18.274 14.231
C 14.653 19.451 14.439
O 15.611 19.667 13.428
C 14.479 17.090 13.705
Se 13.971 15.200 14.122
C 12.638 18.806 13.180
Se 12.120 17.735 11.680
H 11.222 16.984 16.051
H 13.595 17.305 16.099
H 12.879 18.903 16.218
H 15.184 19.125 15.323
H 14.029 20.365 14.712
H 15.319 20.126 12.689
H 15.464 17.200 14.218
H 14.602 17.244 12.607
H 13.058 19.775 12.731
H 11.806 19.143 13.746
Br 5.283 9.153 6.110
C 6.259 8.883 7.675
C 7.603 8.524 7.429
C 8.369 8.207 8.552
C 7.843 8.428 9.871
C 6.551 8.892 10.066
C 5.737 9.068 8.938
N 8.604 8.008 10.999
N 9.276 8.806 11.695
C 9.465 10.155 11.410
C 8.900 11.030 10.502
C 9.071 12.410 10.584
C 9.791 13.000 11.615
O 9.862 14.249 11.745
C 10.272 12.111 12.665
N 10.984 12.668 13.689
C 11.569 11.918 14.594
C 11.432 10.515 14.608
C 10.753 9.934 13.586
C 10.187 10.692 12.516
H 7.959 8.389 6.448
H 9.377 7.825 8.486
H 6.223 9.039 11.120
H 4.661 9.360 9.031
H 8.291 10.589 9.724
H 8.599 13.127 9.931
H 12.058 12.330 15.441
H 11.839 9.889 15.470
H 10.532 8.852 13.428
Cl 5.529 18.040 17.909
C 6.839 17.101 17.235
C 7.505 16.167 18.002
C 8.540 15.423 17.393
I 9.615 14.103 18.588
C 9.016 15.692 16.106
O 10.079 15.088 15.648
C 8.304 16.654 15.298
N 8.760 16.855 14.045
C 8.151 17.749 13.247
C 6.968 18.358 13.682
C 6.460 18.233 14.990
C 7.192 17.331 15.863
H 7.099 15.969 18.991
H 8.642 17.883 12.266
H 6.421 18.998 13.024
H 5.626 18.812 15.301
*
```

- Energy relative to the best compared isomer or geometry (same formula, charge and spin): 26.5 kcal per mole
- HOMO level: -4.74 eV


(3)
ORCA calculation (ωB97M-V/def2-TZVPD) on a molecular structure, C29H23ClN3PTi in a non-equilibrium geometry.

Geometry as ORCA input:
```
! RIJCOSX wB97M-V def2-TZVPD def2/J DEFGRID3
* xyz 3 2
Ti 1.573 0.636 0.577
Cl 3.029 -0.268 -1.152
C 2.038 -1.660 -0.436
C 2.726 -2.695 0.213
C 2.236 -3.982 0.162
C 0.907 -4.188 -0.308
C 0.083 -3.094 -0.684
C 0.676 -1.784 -0.767
P -0.274 -0.212 -0.839
C -1.867 -0.710 -0.359
C -2.835 -1.103 -1.279
C -4.107 -1.429 -0.781
C -4.427 -1.389 0.596
C -3.423 -1.026 1.484
C -2.142 -0.755 1.018
C -0.410 0.172 -2.633
C -0.861 1.459 -3.072
C -0.829 1.734 -4.429
C -0.557 0.749 -5.371
C -0.275 -0.538 -4.951
C -0.229 -0.851 -3.596
H 3.718 -2.501 0.612
H 2.872 -4.863 0.346
H 0.459 -5.206 -0.471
H -0.928 -3.250 -0.954
H -2.697 -1.241 -2.323
H -4.966 -1.652 -1.440
H -5.422 -1.648 0.954
H -3.604 -0.906 2.575
H -1.344 -0.624 1.721
H -1.233 2.202 -2.369
H -1.157 2.736 -4.776
H -0.489 0.991 -6.450
H -0.182 -1.352 -5.710
H -0.068 -1.885 -3.271
C 0.808 -1.405 5.087
C -0.051 -0.331 5.106
C 0.098 0.695 4.209
C 1.179 0.655 3.263
C 2.049 -0.453 3.171
C 1.879 -1.423 4.148
N 1.244 1.600 2.284
N 0.636 2.817 2.335
C 0.830 3.339 1.148
C 0.530 4.716 0.844
C 0.821 5.138 -0.403
C 1.438 4.356 -1.401
C 1.719 3.052 -1.065
N 1.432 2.556 0.164
H 0.657 -2.246 5.772
H -0.854 -0.381 5.837
H -0.567 1.562 4.125
H 2.911 -0.383 2.496
H 2.643 -2.193 4.267
H 0.191 5.321 1.651
H 0.630 6.162 -0.694
H 1.683 4.711 -2.430
H 2.102 2.266 -1.750
*
```

- HOMO level (spin up / spin down): -17.19 / -17.18 eV


(4)
ORCA calculation (ωB97M-V/def2-TZVPD) on a molecular structure, C29H23F2N5O3Tl in a non-equilibrium geometry.

Geometry as ORCA input:
```
! RIJCOSX wB97M-V def2-TZVPD def2/J DEFGRID3
* xyz 1 1
Tl -0.211 -1.254 0.922
O -0.992 5.981 1.270
C -1.364 5.164 2.355
C -1.209 3.723 1.966
C -1.763 2.712 2.743
C -1.544 1.403 2.368
N -0.832 1.069 1.294
C -0.333 2.028 0.510
C -0.499 3.369 0.827
C 0.362 1.577 -0.723
C 0.685 2.464 -1.740
C 1.270 2.001 -2.911
C 1.653 2.975 -4.001
O 0.991 4.214 -3.901
C 1.508 0.638 -3.025
C 1.170 -0.181 -1.966
N 0.620 0.267 -0.841
H -1.070 6.905 1.523
H -2.399 5.342 2.665
H -0.721 5.341 3.226
H -2.354 2.935 3.621
H -1.977 0.584 2.930
H -0.096 4.157 0.210
H 0.477 3.520 -1.657
H 1.517 2.515 -4.983
H 2.719 3.190 -3.895
H 0.122 4.156 -4.309
H 1.941 0.214 -3.921
H 1.344 -1.247 -2.023
F 0.249 -1.380 6.417
C 0.797 -1.724 5.252
C 0.167 -1.357 4.074
C 0.748 -1.721 2.879
C 1.936 -2.453 2.802
C 2.516 -2.794 4.028
F 3.642 -3.520 4.076
C 1.974 -2.439 5.246
C 2.472 -2.917 1.491
C 3.762 -3.416 1.309
C 4.130 -3.921 0.073
C 3.214 -3.927 -0.967
C 1.973 -3.370 -0.728
N 1.628 -2.865 0.454
H -0.761 -0.806 4.129
H 2.458 -2.733 6.167
H 4.479 -3.415 2.111
H 5.125 -4.320 -0.068
H 3.453 -4.343 -1.935
H 1.212 -3.341 -1.499
O -3.732 -1.868 0.703
N -2.525 -1.771 0.668
N -1.904 -1.595 -0.478
C -2.588 -1.451 -1.718
C -2.638 -2.510 -2.614
C -3.228 -2.335 -3.857
C -3.762 -1.104 -4.208
C -3.716 -0.049 -3.308
C -3.128 -0.217 -2.065
H -2.234 -3.473 -2.327
H -3.272 -3.168 -4.546
H -4.218 -0.968 -5.180
H -4.145 0.912 -3.565
H -3.103 0.598 -1.351
*
```

- Energy relative to the best compared isomer or geometry (same formula, charge and spin): 14.1 kcal per mole
- HOMO level: -11.34 eV


(5)
ORCA calculation (ωB97M-V/def2-TZVPD) on a molecular structure, C29H23LiN3O6.

Geometry as ORCA input:
```
! RIJCOSX wB97M-V def2-TZVPD def2/J DEFGRID3
* xyz -1 1
Li -0.879 -1.646 -1.616
O -1.169 -1.669 0.289
C -1.012 -0.659 0.961
C -1.014 0.706 0.504
C -0.706 1.704 1.417
C -0.633 3.027 1.032
C -0.862 3.378 -0.323
C -1.184 2.429 -1.236
C -1.312 1.028 -0.886
O -1.640 0.168 -1.727
N -0.320 4.035 1.988
O -0.227 5.199 1.609
O -0.128 3.707 3.157
H -0.822 -0.768 2.050
H -0.508 1.451 2.452
H -0.763 4.418 -0.600
H -1.349 2.689 -2.274
C 3.155 1.763 3.874
C 2.982 1.900 2.383
C 2.881 3.164 1.817
C 2.637 3.308 0.460
C 2.551 2.191 -0.345
C 2.700 0.908 0.193
N 2.564 -0.167 -0.688
C 3.361 -1.283 -0.837
C 4.694 -1.305 -0.402
C 5.477 -2.431 -0.585
C 4.957 -3.562 -1.201
C 3.639 -3.552 -1.629
C 2.834 -2.434 -1.472
C 1.378 -2.492 -1.892
O 0.779 -3.576 -1.856
O 0.829 -1.386 -2.220
C 2.862 0.756 1.585
C 2.797 -0.604 2.226
H 3.401 2.725 4.323
H 3.950 1.055 4.115
H 2.232 1.401 4.333
H 2.961 4.041 2.449
H 2.529 4.296 0.027
H 2.373 2.281 -1.409
H 1.766 -0.192 -1.330
H 5.107 -0.418 0.062
H 6.504 -2.423 -0.240
H 5.575 -4.441 -1.338
H 3.196 -4.424 -2.094
H 2.281 -1.309 1.577
H 2.256 -0.559 3.173
H 3.791 -1.010 2.429
N -3.134 -2.416 -2.195
C -4.246 -2.177 -2.047
C -5.632 -1.868 -1.863
C -6.048 -1.252 -0.683
C -7.389 -0.966 -0.496
C -8.315 -1.289 -1.478
C -7.899 -1.899 -2.654
C -6.560 -2.189 -2.851
H -5.315 -1.000 0.071
H -7.717 -0.489 0.419
H -9.363 -1.063 -1.328
H -8.625 -2.146 -3.418
H -6.228 -2.662 -3.765
*
```

- HOMO level: -4.63 eV


(6)
ORCA calculation (ωB97M-V/def2-TZVPD) on a molecular structure, C29H24AsBrCl5N2O2Zn.

Geometry as ORCA input:
```
! RIJCOSX wB97M-V def2-TZVPD def2/J DEFGRID3
* xyz 1 1
Zn -1.975 -0.613 -1.242
Cl -2.946 2.434 -0.273
C -4.197 1.281 -0.668
C -3.829 0.030 -1.136
C -4.851 -0.869 -1.397
Cl -4.397 -2.460 -1.951
C -6.194 -0.558 -1.224
Cl -7.415 -1.714 -1.562
C -6.531 0.716 -0.765
Cl -8.178 1.137 -0.543
C -5.529 1.644 -0.480
Cl -5.942 3.206 0.100
C -0.772 -3.211 -3.082
O -0.592 -1.921 -2.484
C 0.657 -1.352 -2.554
C 1.771 -1.960 -3.066
C 2.990 -1.263 -3.069
Br 4.516 -2.108 -3.788
C 3.078 0.003 -2.568
C 1.930 0.624 -2.034
C 0.698 -0.042 -2.018
O -0.388 0.491 -1.532
C 1.984 1.961 -1.490
N 0.934 2.636 -1.022
C 1.332 3.895 -0.578
C 0.624 4.948 -0.016
C 1.353 6.071 0.321
C 2.737 6.141 0.106
C 3.440 5.091 -0.453
C 2.703 3.966 -0.791
N 3.067 2.742 -1.359
H -0.203 -3.963 -2.535
H -0.463 -3.190 -4.126
H -1.833 -3.430 -3.021
H 1.739 -2.963 -3.466
H 4.029 0.518 -2.594
H 0.008 2.210 -1.038
H -0.445 4.889 0.144
H 0.846 6.919 0.760
H 3.269 7.041 0.385
H 4.508 5.146 -0.620
H 3.999 2.479 -1.631
C -1.982 -2.819 2.217
As -1.111 -1.615 0.976
C -0.877 -0.052 2.102
C 0.687 -2.408 0.877
C 1.449 -2.394 2.169
C 1.423 -3.489 3.027
C 2.119 -3.463 4.229
C 2.854 -2.342 4.585
C 2.893 -1.246 3.732
C 2.196 -1.274 2.534
H -1.359 -2.934 3.103
H -2.139 -3.787 1.746
H -2.948 -2.404 2.499
H -0.311 -0.300 2.997
H -1.866 0.311 2.381
H -0.366 0.732 1.543
H 1.232 -1.876 0.095
H 0.520 -3.428 0.530
H 0.857 -4.373 2.752
H 2.092 -4.325 4.884
H 3.401 -2.324 5.518
H 3.471 -0.370 4.000
H 2.233 -0.422 1.863
*
```

- Energy relative to the best compared isomer or geometry (same formula, charge and spin): 0.9 kcal per mole
- HOMO level: -10.98 eV


(7)
ORCA calculation (ωB97M-V/def2-TZVPD) on a molecular structure, C29H24AsCrN5O6PS.

Geometry as ORCA input:
```
! RIJCOSX wB97M-V def2-TZVPD def2/J DEFGRID3
* xyz 0 4
Cr 0.501 0.439 -0.176
O 2.350 -3.410 -0.513
As 1.185 -2.540 -1.467
O 0.182 -3.547 -2.257
O 0.377 -1.513 -0.368
C 2.165 -1.445 -2.735
C 1.767 -1.606 -4.057
C 2.413 -0.912 -5.070
C 3.474 -0.071 -4.768
C 3.880 0.098 -3.453
C 3.219 -0.575 -2.435
S 3.752 -0.302 -0.754
O 4.568 0.887 -0.767
O 4.411 -1.514 -0.319
O 2.466 -0.133 -0.011
H 3.136 -2.861 -0.321
H 0.958 -2.296 -4.267
H 2.097 -1.043 -6.097
H 3.989 0.460 -5.559
H 4.695 0.761 -3.199
C 0.822 -0.902 4.995
C -0.126 0.095 4.815
C -0.823 0.184 3.618
C -0.573 -0.731 2.595
C 0.391 -1.727 2.775
C 1.079 -1.810 3.975
P -1.388 -0.575 0.978
C -2.150 -2.169 0.618
C -2.460 -2.500 -0.699
C -3.121 -3.682 -0.976
C -3.483 -4.535 0.056
C -3.177 -4.211 1.371
C -2.506 -3.029 1.656
C -2.717 0.590 1.158
C -3.972 0.323 1.636
C -4.903 1.374 1.751
C -4.537 2.642 1.401
C -3.244 2.929 0.899
C -2.862 4.240 0.549
C -1.606 4.456 0.080
C -0.691 3.387 -0.096
C -0.987 2.064 0.188
C -2.307 1.871 0.738
H 1.364 -0.970 5.929
H -0.326 0.805 5.606
H -1.564 0.962 3.479
H 0.606 -2.420 1.971
H 1.824 -2.583 4.108
H -2.143 -1.854 -1.507
H -3.330 -3.951 -2.003
H -3.992 -5.465 -0.166
H -3.449 -4.881 2.176
H -2.253 -2.780 2.679
H -4.240 -0.686 1.924
H -5.899 1.176 2.124
H -5.246 3.456 1.497
H -3.568 5.054 0.667
H -1.288 5.459 -0.177
H 0.271 3.681 -0.473
N 4.270 4.170 -0.908
N 3.199 3.376 -1.261
N 2.786 3.249 -2.500
C 1.781 2.399 -2.349
N 1.619 2.065 -1.062
N 2.554 2.699 -0.378
H 4.955 4.083 -1.651
H 4.648 3.766 -0.056
H 1.177 2.031 -3.160
*
```

- Energy relative to the best compared isomer or geometry (same formula, charge and spin): 46.1 kcal per mole
- HOMO level (spin up / spin down): -8.50 / -8.49 eV


Electronic energy, record by record: -2513.8363, -9805.4136, -2933.0903, -1990.3142, -1742.2830, -10269.4376, -5864.4819 hartree